# 1
The following is a quantum chemistry calculation of C4H8S as an isolated structure in a non-equilibrium geometry, from the OMol25 dataset.

CARTESIAN COORDINATES (ANGSTROEM)
C: -1.57 -0.58 0.33
C: -0.30 -0.46 -0.52
C: 0.50 0.84 -0.46
C: 1.44 0.33 0.55
H: -1.38 -0.15 1.31
H: -2.40 -0.15 -0.19
H: -1.65 -1.67 0.36
H: -0.57 -0.68 -1.56
H: 1.02 1.04 -1.39
H: -0.07 1.79 -0.24
H: 1.32 0.18 1.58
H: 2.42 0.82 0.38
S: 1.24 -1.32 -0.14

The value obtained for the lowest unoccupied orbital energy is 1.0396 eV. The calculation puts the orbital gap at 9.545 eV. Its energy relative to the best compared isomer or geometry (same formula, charge and spin) is 0.6888 eV.

=====

# 2
The following is a quantum chemistry calculation of C4H8S as an isolated structure in a non-equilibrium geometry, from the OMol25 dataset.

CARTESIAN COORDINATES (ANGSTROEM)
C: 0.25 0.43 -1.43
C: -0.26 -0.16 -0.14
C: 0.61 -1.13 0.71
C: -0.72 0.69 1.04
H: -0.48 1.18 -1.90
H: 1.15 1.03 -1.23
H: 0.64 -0.24 -2.16
H: -1.17 -0.72 -0.29
H: 0.61 -2.16 0.27
H: 1.62 -0.75 0.79
H: 0.02 1.46 1.28
H: -1.77 1.11 0.96
S: -0.50 -0.73 2.10

The value obtained for the lowest unoccupied orbital energy is 1.0767 eV. The calculation puts the orbital gap at 9.658 eV. Its energy relative to the best compared isomer or geometry (same formula, charge and spin) is 0.3713 eV.

=====

# 3
The following is a quantum chemistry calculation of one molecule with the formula C4H8S in a non-equilibrium geometry, from the OMol25 dataset.

CARTESIAN COORDINATES (ANGSTROEM)
C: 1.30 -1.21 -0.23
C: 0.41 0.01 0.07
C: 1.14 1.35 -0.04
C: -0.58 -0.19 1.16
H: 1.67 -1.11 -1.26
H: 2.22 -1.20 0.42
H: 0.79 -2.18 -0.15
H: 0.44 2.21 0.06
H: 1.93 1.29 0.76
H: 1.65 1.47 -1.05
H: -0.89 0.62 1.86
H: -0.70 -1.21 1.48
S: -1.29 0.02 -0.49

The value obtained for the lowest unoccupied orbital energy is 0.9596 eV. The calculation puts the orbital gap at 9.591 eV. Its energy relative to the best compared isomer or geometry (same formula, charge and spin) is 0.0000 eV. Its structure (SMILES) is CC1(C)CS1.

=====

# 4
The following is a quantum chemistry calculation of one molecule with the formula C4H8S in a non-equilibrium geometry, from the OMol25 dataset.

CARTESIAN COORDINATES (ANGSTROEM)
C: 0.79 0.92 0.57
C: 0.11 -0.06 -0.17
C: -1.31 0.33 -0.53
C: 0.49 -1.42 0.14
H: 0.74 1.85 -0.01
H: 0.21 0.98 1.56
H: 1.84 0.70 0.62
H: -1.84 -0.48 -0.94
H: -1.74 0.63 0.40
H: -1.36 1.26 -1.08
H: -0.05 -2.40 0.07
H: 1.25 -1.48 0.89
S: 0.86 -0.81 -1.53

The value obtained for the lowest unoccupied orbital energy is 0.9679 eV. The calculation puts the orbital gap at 9.520 eV. Its energy relative to the best compared isomer or geometry (same formula, charge and spin) is 0.7307 eV. Its structure (SMILES) is CC1(C)CS1.

=====

# 5
The following is a quantum chemistry calculation of C4H8S2 as an isolated structure in a non-equilibrium geometry, from the OMol25 dataset.

CARTESIAN COORDINATES (ANGSTROEM)
C: -1.43 -0.28 1.31
C: -0.44 -0.53 0.19
C: 1.76 -0.20 -0.55
C: 0.46 0.62 -0.28
H: -1.83 -1.24 1.68
H: -2.28 0.28 0.91
H: -1.03 0.28 2.12
H: -1.00 -0.98 -0.64
H: 2.65 0.21 -0.13
H: 1.96 -0.52 -1.58
H: 0.81 1.32 0.53
H: -0.50 0.79 -2.53
S: 1.06 -1.49 0.54
S: -0.19 1.74 -1.58

The value obtained for the lowest unoccupied orbital energy is 0.8605 eV. The calculation puts the orbital gap at 9.640 eV. Its energy relative to the best compared isomer or geometry (same formula, charge and spin) is 0.8021 eV.

=====

# 6
The following is a quantum chemistry calculation of C4H8S2 as an isolated structure in a non-equilibrium geometry, from the OMol25 dataset.

CARTESIAN COORDINATES (ANGSTROEM)
C: 1.91 1.18 -1.96
C: 0.14 -0.69 -0.77
C: -0.99 -0.79 0.13
C: -0.81 -1.82 1.08
H: 1.30 1.31 -3.36
H: 2.65 2.35 -1.71
H: 2.43 -0.14 -1.62
H: 1.17 -0.98 -0.76
H: -0.24 -0.86 -1.82
H: -1.95 -0.55 -0.36
H: -1.41 -2.59 1.51
H: 0.36 -2.14 0.96
S: 0.27 1.33 -0.97
S: -0.63 -0.31 1.98

The value obtained for the lowest unoccupied orbital energy is 0.2407 eV. The calculation puts the orbital gap at 8.617 eV. Its energy relative to the best compared isomer or geometry (same formula, charge and spin) is 7.0940 eV.

=====

# 7
The following is a quantum chemistry calculation of one molecule with the formula C4H8S2 in a non-equilibrium geometry, from the OMol25 dataset.

CARTESIAN COORDINATES (ANGSTROEM)
C: 1.26 1.30 -0.99
C: 0.72 0.04 -0.53
C: -1.26 -1.31 0.97
C: -2.46 -1.84 0.98
H: 2.54 3.07 -0.39
H: 0.49 1.95 -1.44
H: 2.11 1.18 -1.62
H: 0.64 -0.73 -1.35
H: 1.39 -0.37 0.20
H: -0.44 -1.88 1.29
H: -2.58 -2.87 1.42
H: -3.30 -1.20 0.53
S: 1.79 2.36 0.50
S: -0.90 0.31 0.42

The value obtained for the lowest unoccupied orbital energy is 0.7711 eV. The calculation puts the orbital gap at 9.320 eV. Its energy relative to the best compared isomer or geometry (same formula, charge and spin) is 1.6484 eV. Its structure (SMILES) is C=CSCCS.

=====

# 8
The following is a quantum chemistry calculation of C4H8S2 as an isolated structure in a non-equilibrium geometry, from the OMol25 dataset.

CARTESIAN COORDINATES (ANGSTROEM)
C: -1.16 2.39 -0.13
C: 1.42 -1.40 -0.81
C: 0.91 -0.46 0.26
C: 1.25 0.77 0.05
S: -2.88 1.43 0.29
S: 2.26 1.94 -0.21
H: -1.09 3.28 0.57
H: 1.80 -0.90 -1.66
H: 2.21 -2.09 -0.57
H: 0.54 -1.85 -1.21
H: 0.19 -0.62 1.10
H: -0.17 1.83 -0.07
H: -1.03 3.01 -1.35
H: -3.54 2.23 1.17

The value obtained for the lowest unoccupied orbital energy is -0.2896 eV. The calculation puts the orbital gap at 8.186 eV. Its energy relative to the best compared isomer or geometry (same formula, charge and spin) is 4.3654 eV.